[1]
14
Properties=species:S:1:pos:R:3:lowdin_charge:R:1 method="wB97M-V/def2-TZVPD" multiplicity=1 e_above_lowest_kcal_mol=121.9 homo_ev=-9.159 homo_lumo_gap_ev=10.038 e_lumo_ha=0.03233 e_tot_ev=-7356.96917
C -1.6637 -0.2942 -0.2404 -0.11
C -1.2145 1.1216 -0.4423 -0.11
C -0.3918 0.1853 0.4006 -0.26
C 0.9227 -0.2755 -0.1296 -0.40
C 2.1884 0.0588 0.5592 0.08
O 1.4283 -1.5175 0.4269 -0.06
H -1.5800 -0.9805 -1.0794 0.11
H -2.5173 -0.4797 0.4043 0.10
H -1.7509 1.9184 0.0634 0.10
H -0.8253 1.3985 -1.4192 0.10
H -0.3983 0.3501 1.4756 0.14
H 0.9427 -0.3819 -1.2173 0.15
H 3.0320 -0.0113 -0.1417 0.05
H 1.8276 -1.0921 1.3400 0.11

=====

[2]
17
Properties=species:S:1:pos:R:3:lowdin_charge:R:1 method="wB97M-V/def2-TZVPD" charge=+1 multiplicity=1 e_above_lowest_kcal_mol=56.7 homo_ev=-13.862 homo_lumo_gap_ev=10.251 e_lumo_ha=-0.13268 e_tot_ev=-9887.12806
C -2.2420 0.5596 0.3503 0.00
C -1.6323 -0.6081 0.6426 -0.24
O -0.7427 -0.8190 1.6910 -0.01
H -2.9217 0.5105 -0.4830 0.07
H -2.3184 1.4151 1.0444 0.09
H -1.8528 -1.4081 -0.0691 0.13
H -0.8751 -1.7128 1.9822 0.11
O 1.2719 -0.9639 -1.5958 0.06
C 1.4367 -0.6929 -0.3982 -0.20
C 1.3378 0.6905 0.1280 -0.13
N 0.5987 1.5021 -0.8456 0.17
H 1.7421 -1.5203 0.2655 0.15
H 0.8063 0.6625 1.0725 0.12
H 2.3782 1.0407 0.2442 0.16
H 0.8114 2.5291 -0.6985 0.20
H 0.8426 1.1939 -1.8223 0.18
H -0.4389 1.3429 -0.7142 0.13

=====

[3]
12
Properties=species:S:1:pos:R:3:lowdin_charge:R:1 method="wB97M-V/def2-TZVPD" charge=-1 multiplicity=1 e_above_lowest_kcal_mol=9.3 homo_ev=-2.569 homo_lumo_gap_ev=6.503 e_lumo_ha=0.14457 e_tot_ev=-14529.68979
S -1.1168 -1.9383 -2.6862 -0.34
H -0.5452 -1.1088 -3.5693 -0.50
C 0.9265 1.2177 0.8645 -0.13
C 0.3069 -0.0621 0.2803 -0.38
N -1.0050 -0.3176 0.8563 -0.02
H 0.2078 2.0420 0.7409 0.06
H 1.7950 1.5595 0.3072 0.05
H 0.9194 1.1377 1.9570 0.05
H 0.8708 -0.9945 0.2889 0.09
H 0.2310 0.1693 -0.7848 0.07
H -0.9216 -1.0429 1.5490 0.05
H -1.6688 -0.6621 0.1961 0.01

=====

[4]
77
Properties=species:S:1:pos:R:3:lowdin_charge:R:1 method="wB97M-V/def2-TZVPD" multiplicity=1 e_above_lowest_kcal_mol=0.0 homo_ev=-5.983 homo_lumo_gap_ev=3.746 e_lumo_ha=-0.08222 e_tot_ev=-63907.44510
F -3.0068 -2.3094 4.0618 0.10
C -3.0228 -1.2348 3.2164 -0.53
F -4.0263 -0.4062 3.6390 0.10
F -1.8407 -0.5585 3.4068 0.10
C -3.1914 -1.6400 1.7826 -0.17
C -3.8210 -0.7628 0.8978 -0.05
C -3.9494 -1.1077 -0.4329 -0.14
C -3.3432 -2.3017 -0.9231 -0.84
S -3.2272 -2.5528 -2.5630 0.48
C -2.8061 -3.2284 0.0205 -0.13
C -2.6925 -2.8710 1.3508 -0.04
H -4.2046 0.1879 1.2569 0.11
H -4.4533 -0.4455 -1.1367 0.09
H -2.4384 -4.1924 -0.3315 0.09
H -2.2150 -3.5391 2.0628 0.11
C -5.8077 -1.0282 -13.2299 -0.05
O -7.0210 -1.0143 -12.4451 -0.07
C -6.9047 -1.1466 -11.0967 -0.19
C -5.7054 -1.2127 -10.3797 0.01
C -5.7041 -1.0831 -8.9907 -0.23
C -4.3995 -0.9787 -8.2388 -0.07
C -3.9826 0.4823 -7.9732 -0.14
C -3.7269 1.2745 -9.2584 -0.37
O -4.5663 1.6650 -10.0712 0.08
N -2.3858 1.5143 -9.3220 -0.04
C -1.7901 2.2055 -10.4447 -0.01
C -1.6347 1.1970 -8.1131 -0.46
C -0.5098 0.2132 -8.4720 0.01
C -1.0700 2.4901 -7.5019 0.01
N -2.6942 0.5921 -7.2814 0.04
C -2.5143 0.0881 -6.0463 0.03
C -1.2997 0.1113 -5.3713 -0.06
C -1.0708 -0.3780 -4.0921 0.04
C 0.2035 -0.2987 -3.4299 -0.19
C 0.3685 -0.8283 -2.1191 0.01
C 1.5973 -0.7792 -1.4679 -0.05
C 2.7090 -0.2009 -2.1024 -0.06
C 2.5743 0.3359 -3.3879 -0.07
C 1.3444 0.2986 -4.0444 -0.01
C -6.9098 -1.0040 -8.2950 0.02
C -8.1303 -0.9983 -8.9827 -0.19
O -9.3590 -0.8373 -8.4237 -0.07
C -9.4581 -0.8609 -6.9824 -0.05
C -8.1294 -1.1170 -10.3907 -0.15
O -9.3059 -1.0401 -11.0800 -0.09
C -9.8118 0.2814 -11.4341 -0.03
H -6.1452 -1.0181 -14.2674 0.09
H -5.2028 -0.1364 -13.0113 0.09
H -5.2144 -1.9327 -13.0314 0.09
H -4.7554 -1.2858 -10.9211 0.11
H -4.4763 -1.4770 -7.2601 0.12
H -3.5869 -1.4554 -8.8135 0.13
H -4.7794 0.9897 -7.3997 0.18
H -2.5362 2.3276 -11.2358 0.10
H -1.4199 3.1960 -10.1477 0.09
H -0.9438 1.6260 -10.8332 0.09
H -0.9259 -0.6377 -9.0304 0.10
H 0.2319 0.7298 -9.0961 0.09
H -0.0097 -0.1678 -7.5799 0.08
H -1.8833 3.2185 -7.3756 0.11
H -0.6136 2.3083 -6.5275 0.07
H -0.3080 2.9049 -8.1746 0.09
H -3.4052 -0.3421 -5.5697 0.16
H -0.4525 0.5441 -5.8994 0.05
H -1.8878 -0.8681 -3.5537 0.00
H -0.5075 -1.2782 -1.6398 0.11
H 1.6952 -1.1922 -0.4632 0.11
H 3.6755 -0.1678 -1.6003 0.11
H 3.4292 0.7899 -3.8925 0.11
H 1.2584 0.7377 -5.0403 0.10
H -6.8929 -0.9154 -7.2028 0.12
H -10.5286 -0.8423 -6.7745 0.09
H -9.0059 -1.7725 -6.5649 0.10
H -8.9682 0.0221 -6.5484 0.09
H -10.7364 0.0876 -11.9756 0.09
H -10.0082 0.8565 -10.5237 0.09
H -9.0869 0.7950 -12.0736 0.09